DFT (the ωB97M-V functional and the def2-TZVPD basis) results for 3 unconnected molecules or ions with the total composition C4H14NO3 at a distorted geometry.

Each line ends with the natural charge from an NBO analysis.
Geometry (Å):
C -1.905058 0.896489 -2.317577  -0.428
N -1.063419 0.445571 -1.102020  -0.434
C 0.380683 0.560536 -1.396327  -0.443
C -1.388378 -1.027574 -0.752467  -0.258
C -0.998862 -1.176150 0.715699  -0.073
O 0.263612 -1.829243 0.811351  -0.950
H -2.864775 0.455284 -2.205274  0.189
H -1.536665 0.316761 -3.196378  0.153
H -1.797556 1.943129 -2.369176  0.194
H 0.446208 1.172156 -2.285908  0.165
H 0.924253 -0.338036 -1.643403  0.190
H 0.798658 1.043958 -0.409867  0.227
H -2.418141 -1.077941 -0.996248  0.158
H -0.756749 -1.732292 -1.294773  0.187
H -1.694638 -1.805034 1.207377  0.134
H -0.843109 -0.136990 1.185399  0.146
H 1.025630 2.312366 1.863942  0.445
H 2.028926 1.046926 1.988059  0.503
O 1.851061 2.052286 2.288050  -1.049
H 1.309931 -0.937411 1.094834  0.510
H 2.810861 -0.503870 0.934418  0.452
O 2.070427 -0.272768 1.443744  -1.017

Cartesian forces, eV/Å:
2.67 -3.27 1.22
-1.11 -1.72 -1.96
-0.43 1.88 2.21
1.25 3.13 0.41
3.16 0.19 0.03
-0.34 0.48 -0.25
-1.27 0.54 0.46
0.14 0.88 -0.12
-0.33 1.16 -0.49
0.53 0.79 0.03
-0.11 -0.71 0.31
0.02 -0.86 -2.31
-1.22 -0.69 0.08
-0.19 -0.06 -0.33
-1.29 -0.31 0.97
-1.07 -1.19 -0.46
0.17 -0.23 0.03
-0.72 1.67 0.26
0.33 -0.66 -0.09
-1.20 -0.63 0.25
1.62 -0.31 -0.98
-0.60 -0.09 0.73

Output
Total charge: -1
HOMO-LUMO gap: 7.4 eV
LUMO: 3.674 eV
DFT total energy: -441.2346 Ha
HOMO energy: -3.69 eV
Energy relative to the best compared isomer or geometry (same formula, charge and spin): 52.8 kcal/mol

***

DFT (the ωB97M-V functional and the def2-TZVPD basis) results for 3 unconnected molecules or ions with the total composition C4H14NO3 at a distorted geometry.

Each line ends with the natural charge from an NBO analysis.
Geometry (Å):
C -0.167680 2.974342 1.178468  -0.433
N -1.117159 1.811719 1.028848  -0.628
C -0.685804 1.159799 -0.225927  -0.254
C -1.593205 -0.041159 -0.613812  -0.437
C -1.161604 -1.347719 0.115243  -0.024
O 0.128397 -1.759513 -0.020528  -0.923
H -0.378672 3.670733 0.386089  0.189
H 0.839346 2.623731 1.419533  0.198
H -0.538981 3.433843 2.109859  0.174
H -0.926394 1.154850 1.783439  0.350
H 0.322585 0.689220 -0.235648  0.222
H -0.772568 1.883183 -1.039545  0.162
H -2.696571 -0.027046 -0.609278  0.187
H -1.380365 -0.123446 -1.693422  0.177
H -1.447556 -1.277449 1.212116  0.097
H -1.798260 -2.152219 -0.286212  0.118
H 2.798472 -0.958326 0.300055  0.451
H 1.208560 -0.992214 0.515393  0.499
O 2.114794 -0.498648 0.784689  -1.072
H 1.755503 -1.079518 -2.159736  0.446
H 0.854193 -2.015413 -1.548154  0.507
O 1.727585 -2.032809 -2.058274  -1.007

Cartesian forces, eV/Å:
-2.01 -1.23 2.61
1.68 0.56 -1.12
-1.84 -1.42 -0.16
0.95 -0.54 -0.55
-0.50 -0.45 0.32
0.03 0.44 -0.34
0.65 0.13 -0.47
0.27 0.40 -0.89
0.36 0.42 -0.19
-0.01 0.11 -0.06
-0.26 0.76 0.28
0.19 0.26 0.17
0.26 0.90 0.61
0.11 -0.61 0.11
0.00 0.25 -0.58
-0.54 0.01 0.03
0.01 -0.23 -0.19
0.71 -0.02 -0.01
-0.43 0.32 0.34
0.61 0.33 -0.24
0.78 -0.64 0.56
-1.03 0.25 -0.22

Output
Total charge: -1
HOMO-LUMO gap: 8.0 eV
LUMO: 3.905 eV
DFT total energy: -441.2758 Ha
HOMO energy: -4.11 eV
Energy relative to the best compared isomer or geometry (same formula, charge and spin): 27.0 kcal/mol

***

DFT (the ωB97M-V functional and the def2-TZVPD basis) results for 2 unconnected molecules or ions with the total composition C4H14NO3 at a distorted geometry.

Each line ends with the natural charge from an NBO analysis.
Geometry (Å):
C 0.551478 -1.352587 -0.422754  -0.091
O 0.376843 -2.230088 -1.515875  -0.735
C -0.276542 -0.129552 -0.811463  -0.044
C -0.273648 1.122070 0.062341  -0.457
C -1.308798 1.011759 1.165783  -0.062
O -2.569768 0.838585 0.548050  -0.729
N 0.291140 0.275110 -2.207401  -0.686
H 1.590601 -1.084230 -0.220474  0.193
H 0.127543 -1.744742 0.503439  0.207
H 1.053745 -2.875356 -1.551455  0.496
H -1.328140 -0.381929 -0.961935  0.253
H -0.501355 2.062506 -0.454478  0.223
H 0.759101 1.255539 0.396468  0.239
H -1.294912 1.895175 1.808624  0.191
H -1.085877 0.165141 1.833816  0.170
H -3.189753 0.554382 1.227543  0.490
H 1.309563 0.204446 -2.298263  0.439
H -0.127632 -0.374491 -2.872797  0.458
H -0.034524 1.223621 -2.394734  0.439
H 2.597347 0.315557 2.587859  0.482
H 1.448920 -0.458273 3.215267  0.483
O 1.884666 -0.292646 2.362432  -0.961

Cartesian forces, eV/Å:
-0.84 0.56 0.47
-0.83 0.95 -0.15
0.36 0.82 -0.65
0.83 -0.07 0.25
0.38 -0.41 0.80
0.02 -0.04 0.01
-1.05 -0.20 0.36
0.07 0.00 -0.11
0.12 -0.19 0.02
1.02 -1.12 0.09
0.19 -0.31 -0.40
-0.20 -0.40 -0.54
-0.23 0.07 0.67
0.06 0.15 -0.19
0.04 0.04 -0.23
-0.15 0.07 -0.14
-0.24 0.10 0.25
0.21 0.01 -0.22
0.22 -0.04 -0.27
0.05 -0.05 -0.02
0.20 -0.01 -0.38
-0.27 0.07 0.37

Output
Total charge: +1
HOMO-LUMO gap: 10.8 eV
LUMO: -3.128 eV
DFT total energy: -441.0286 Ha
HOMO energy: -13.97 eV
Energy relative to the best compared isomer or geometry (same formula, charge and spin): 18.7 kcal/mol

***

DFT (the ωB97M-V functional and the def2-TZVPD basis) results for 2 unconnected molecules or ions with the total composition C4H14NOS at a distorted geometry.

Each line ends with the natural charge from an NBO analysis.
Geometry (Å):
C -1.495566 -2.273657 -0.327253  -0.646
C -0.515571 -1.155915 0.091586  -0.044
C -0.361313 -0.225257 -1.075995  -0.459
C 0.979661 0.650178 -1.119319  -0.499
S 2.256108 0.353100 0.195774  -0.076
N -0.985936 -0.243323 1.269064  -0.677
H -2.506641 -1.899285 -0.518641  0.227
H -1.416321 -3.206748 0.221704  0.241
H -1.239579 -2.591490 -1.363405  0.251
H 0.316749 -1.738021 0.442733  0.249
H -0.264849 -0.854284 -1.960108  0.240
H -1.171245 0.449178 -1.297398  0.248
H 0.721725 1.672811 -0.979173  0.211
H 1.432723 0.483448 -2.056996  0.244
H 3.164343 -0.257657 -0.480458  0.150
H -1.967918 -0.010258 1.243171  0.444
H -0.333762 0.534482 1.248590  0.459
H -0.870871 -0.672604 2.190124  0.431
H -2.406734 2.429713 1.161722  0.492
H -1.340014 2.870305 0.242876  0.498
O -1.737388 2.052837 0.572762  -0.983

Cartesian forces, eV/Å:
-0.29 0.26 -1.15
-2.25 -0.66 -0.24
3.00 0.14 -1.05
-0.76 -1.06 1.67
-1.57 0.91 0.65
1.11 -2.49 0.56
-0.14 -0.22 0.69
-0.43 0.26 0.58
0.34 0.31 0.68
1.02 0.79 0.05
-0.16 -0.10 0.07
-0.64 -0.02 0.49
-0.06 0.87 -0.22
0.54 0.18 -0.98
0.92 -0.86 -0.96
-0.05 0.65 -0.66
-0.64 0.61 0.08
0.28 -0.39 -0.15
-0.14 -0.21 0.02
0.15 -0.14 -0.28
-0.24 1.18 0.16

Output
Total charge: +1
HOMO-LUMO gap: 9.5 eV
LUMO: -3.235 eV
DFT total energy: -688.7182 Ha
HOMO energy: -12.77 eV
Energy relative to the best compared isomer or geometry (same formula, charge and spin): 27.9 kcal/mol

***

DFT (the ωB97M-V functional and the def2-TZVPD basis) results for 2 unconnected molecules or ions with the total composition C4H14NOS at a distorted geometry.

Each line ends with the natural charge from an NBO analysis.
Geometry (Å):
C -0.686633 -1.213166 0.604548  -0.237
C -0.268438 -0.441506 1.805923  -0.440
C 0.830649 0.722535 1.446514  -0.555
S 1.501677 0.545481 -0.243305  0.146
C 3.055382 1.384805 -0.004619  -0.741
N -1.583125 -0.383938 -0.316028  -0.704
H 0.182729 -1.592684 0.112227  0.256
H -1.361243 -2.067343 0.828558  0.231
H 0.206055 -1.318014 2.429516  0.258
H -1.080553 0.184760 2.376973  0.243
H 1.639576 0.665508 2.215604  0.243
H 0.393976 1.707397 1.629530  0.220
H 3.698287 1.261294 -0.924432  0.254
H 3.537045 0.802612 0.770590  0.230
H 3.021761 2.440060 0.159546  0.234
H -2.560828 -0.210086 -0.151659  0.442
H -1.105186 0.500119 -0.548462  0.447
H -1.670318 -0.889581 -1.214902  0.465
H -3.261491 -0.535635 -3.652133  0.475
H -2.048415 -0.934516 -4.022578  0.471
O -2.440913 -0.628105 -3.301421  -0.939

Cartesian forces, eV/Å:
-3.18 -0.35 0.83
1.21 1.15 1.67
-0.23 -1.30 1.21
-0.46 0.24 0.33
1.38 -0.89 -1.44
1.62 -0.34 -2.30
0.25 0.07 -0.93
0.69 0.36 0.27
-0.80 2.18 -0.54
1.17 -1.99 -0.94
-0.38 -0.18 -0.82
-0.16 -0.12 -0.40
-0.88 -0.09 0.80
0.36 0.42 0.33
-0.37 0.55 0.49
-0.41 0.11 1.35
-0.22 -0.09 -0.01
0.33 0.31 -0.15
-4.50 0.82 -0.88
3.77 -2.26 -4.69
0.81 1.40 5.82

Output
Total charge: +1
HOMO-LUMO gap: 9.3 eV
LUMO: -3.047 eV
DFT total energy: -688.7020 Ha
HOMO energy: -12.32 eV
Energy relative to the best compared isomer or geometry (same formula, charge and spin): 38.1 kcal/mol

***

DFT (the ωB97M-V functional and the def2-TZVPD basis) results for 3 unconnected molecules or ions with the total composition C4H14O2S at a distorted geometry.

Each line ends with the natural charge from an NBO analysis.
Geometry (Å):
C -1.499536 0.093651 0.927811  -0.639
C -1.489953 -0.790865 -0.365857  -0.416
C -0.425705 -0.325364 -1.373295  -0.526
S 1.273180 -0.646118 -0.690060  0.142
C 2.341084 -0.959449 -2.185301  -0.738
H -1.011700 1.105991 0.816267  0.224
H -2.368916 0.136085 1.411324  0.201
H -0.949714 -0.348296 1.876787  0.208
H -2.503571 -0.251485 -0.703680  0.207
H -1.483338 -1.872209 -0.269566  0.224
H -0.487519 0.805156 -1.451273  0.207
H -0.767155 -0.885062 -2.301512  0.229
H 3.208402 -1.282515 -1.454381  0.237
H 2.177761 -1.854112 -2.766609  0.209
H 2.394159 -0.271805 -3.002200  0.219
H 0.027793 3.648255 1.633942  0.456
H -1.067097 3.599818 0.823746  0.451
O -0.806385 3.333604 1.609078  -0.902
H 0.735147 -1.179711 3.166196  0.463
H 1.617628 -0.686476 1.902364  0.495
O 1.085442 -1.369091 2.396229  -0.953

Cartesian forces, eV/Å:
5.83 -1.40 1.35
-1.91 3.98 0.40
-0.78 0.28 0.24
-0.81 -0.36 -2.24
0.86 -1.79 2.89
-0.86 -1.09 -0.20
-4.21 0.71 0.99
-0.18 0.52 -2.21
1.70 -2.29 -0.49
-0.41 0.10 0.26
-0.16 -1.43 -0.45
1.44 0.91 0.64
-0.57 1.27 -2.40
-0.85 -0.88 0.51
0.69 1.51 0.44
4.52 1.44 0.72
-2.63 1.83 -6.02
-1.87 -3.16 5.32
-2.20 2.37 5.82
-1.25 -0.81 1.56
3.63 -1.73 -7.13

Output
Total charge: 0
HOMO-LUMO gap: 9.3 eV
LUMO: 0.697 eV
DFT total energy: -709.3394 Ha
HOMO energy: -8.58 eV
Energy relative to the best compared isomer or geometry (same formula, charge and spin): 79.2 kcal/mol

***

What is the HOMO-LUMO gap in the second record? 8.0 eV

***

Which of these has the lowest HOMO-LUMO gap? number 1

***

Look up the DFT total energy of the third one. -441.0286 Ha